Density functional theory data (the ωB97M-V functional and the def2-TZVPD basis) for a 2-piece molecular cluster, C2H4NO2 overall.

Properties
HOMO-LUMO gap (alpha / beta) in eV: 9.647 / 9.648
LUMO (alpha / beta) in Eh: -0.256 / -0.256
Strongest force on any atom in eV/A: 2.7
Energy above the lowest of the compared OMol25 structures with the same formula, charge and spin in eV: 4.936
2S+1: 1
Total charge: +1

Each line ends with the Löwdin charge.
CARTESIAN COORDINATES (ANGSTROEM)
C  0.40735  1.30804  0.15114  0.17
C  -1.03739  -1.27810  -0.14183  0.04
N  1.19171  0.35699  -0.05553  -0.07
O  2.19199  -0.17583  -0.21305  0.30
O  0.11125  -1.31973  0.11583  0.09
H  0.77263  2.36148  0.26152  0.18
H  -0.63264  1.18709  0.36563  0.10
H  -1.56243  -2.15879  -0.23856  0.11
H  -1.44248  -0.28116  -0.24515  0.09



Density functional theory data (the ωB97M-V functional and the def2-TZVPD basis) for C2H4NO3 as an isolated structure.

Properties
HOMO-LUMO gap (alpha / beta) in eV: 7.381 / 7.383
LUMO (alpha / beta) in Eh: -0.300 / -0.300
Strongest force on any atom in eV/A: 8.5
Energy above the lowest of the compared OMol25 structures with the same formula, charge and spin in eV: 4.426
2S+1: 1
Total charge: +1

Each line ends with the Löwdin charge.
CARTESIAN COORDINATES (ANGSTROEM)
C  1.24143  0.04210  -0.04345  0.13
C  -1.33698  0.58714  0.34366  -0.20
N  1.40398  -1.18517  -0.53618  -0.10
O  0.96318  -0.29015  -1.41850  0.29
O  1.75093  -2.26449  -0.43733  0.41
O  -0.35094  -0.15476  0.80837  -0.06
H  1.72167  0.83095  0.29263  0.14
H  -1.69975  0.49094  -0.69372  0.11
H  -1.40898  1.62822  0.78314  0.12
H  -2.28455  0.31522  0.90138  0.15



Density functional theory data (the ωB97M-V functional and the def2-TZVPD basis) for a 2-piece molecular cluster, C2H4NO4 overall.

Properties
HOMO-LUMO gap in eV: 8.377
LUMO in Eh: 0.145
Strongest force on any atom in eV/A: 0.9
Energy above the lowest of the compared OMol25 structures with the same formula, charge and spin in eV: 1.114
2S+1: 1
Total charge: -1

Each line ends with the Löwdin charge.
CARTESIAN COORDINATES (ANGSTROEM)
O  -1.73564  0.10751  2.06675  0.05
C  -1.25098  0.74370  1.17908  -0.39
O  -1.05548  2.07755  1.34201  0.04
H  -0.95614  0.32275  0.21361  0.09
H  -0.36416  2.37662  0.74987  0.09
N  1.95112  -1.31034  -1.74208  0.08
C  0.88768  -0.72063  -1.03573  -0.85
O  0.29164  -1.44223  -0.19522  -0.10
O  0.65429  0.49384  -1.30416  -0.13
H  2.05692  -2.30356  -1.69632  0.05
H  2.18989  -0.81389  -2.58374  0.06



Density functional theory data (the ωB97M-V functional and the def2-TZVPD basis) for a 2-piece molecular cluster, C2H4NO4 overall.

Properties
HOMO-LUMO gap (alpha / beta) in eV: 10.745 / 6.230
LUMO (alpha / beta) in Eh: 0.013 / -0.149
Strongest force on any atom in eV/A: 3.7
Energy above the lowest of the compared OMol25 structures with the same formula, charge and spin in eV: 0.276
2S+1: 2
Total charge: 0
⟨S²⟩: 0.7561

Each line ends with the Löwdin charge.
CARTESIAN COORDINATES (ANGSTROEM)
N  1.34908  0.06099  2.31680  0.18
C  0.70335  0.05893  1.09709  -0.72
O  0.90934  -0.80733  0.26266  0.13
O  -0.12933  1.03107  0.96050  0.22
H  1.81233  -0.78324  2.60851  0.12
H  0.98692  0.69365  3.01067  0.11
O  -0.07148  0.03130  -3.19192  0.10
C  -0.73375  0.06361  -2.20952  -0.37
O  -2.07362  -0.23294  -2.26391  0.06
H  -0.33668  0.24828  -1.21891  0.08
H  -2.41616  -0.36430  -1.37199  0.10



Density functional theory data (the ωB97M-V functional and the def2-TZVPD basis) for a 2-piece molecular cluster, C2H4NO4P overall.

Properties
HOMO-LUMO gap in eV: 7.669
LUMO in Eh: 0.263
Strongest force on any atom in eV/A: 6.4
Energy above the lowest of the compared OMol25 structures with the same formula, charge and spin in eV: 0.247
2S+1: 1
Total charge: -2

Each line ends with the Löwdin charge.
CARTESIAN COORDINATES (ANGSTROEM)
C  -1.01889  0.65786  -0.07010  -0.74
C  -1.21643  -0.92331  0.01147  -0.06
N  -2.09509  1.40173  -0.01665  -0.01
O  2.87729  0.02722  -1.40399  -0.43
O  2.96638  0.60578  1.06974  -0.41
O  1.78166  -1.59077  0.26367  -0.44
O  0.17297  1.06916  -0.02307  -0.15
P  2.43675  -0.24688  -0.01117  0.22
H  -2.14926  -1.13926  -0.64723  0.06
H  -1.51215  -0.89515  1.08930  0.06
H  -0.34641  -1.30642  -0.32324  -0.03
H  -1.89685  2.34004  0.06128  -0.08



Density functional theory data (the ωB97M-V functional and the def2-TZVPD basis) for C2H4NOP as an isolated structure.

Properties
HOMO-LUMO gap in eV: 7.592
LUMO in Eh: -0.037
Strongest force on any atom in eV/A: 6.1
Energy above the lowest of the compared OMol25 structures with the same formula, charge and spin in eV: 4.525
2S+1: 1
Total charge: 0

Each line ends with the Löwdin charge.
CARTESIAN COORDINATES (ANGSTROEM)
C  -1.69171  -0.08521  -0.16086  -0.62
C  -1.41848  -1.10856  0.71655  -0.33
N  -2.19435  0.98676  -0.43281  0.06
O  3.03259  0.11565  0.00085  -0.29
P  0.07604  -0.71897  0.09823  1.06
H  1.84828  0.27238  -0.25882  0.00
H  -1.69091  -2.03508  1.05078  0.01
H  -1.61518  1.67964  -0.99147  0.09
H  3.65372  0.89338  -0.02244  0.02



Density functional theory data (the ωB97M-V functional and the def2-TZVPD basis) for one molecule with the formula C2H4NOPS.

Properties
HOMO-LUMO gap in eV: 9.463
LUMO in Eh: 0.020
Strongest force on any atom in eV/A: 5.2
Energy above the lowest of the compared OMol25 structures with the same formula, charge and spin in eV: 1.170
2S+1: 1
Total charge: 0

Each line ends with the Löwdin charge.
CARTESIAN COORDINATES (ANGSTROEM)
C  -2.36402  -0.30873  -0.25060  -0.91
C  1.69993  -0.48524  -0.09156  -0.13
N  -1.58893  0.32173  0.42411  -0.18
O  0.99770  0.52309  0.65596  -0.48
P  -0.30644  1.35182  0.05677  0.85
S  -3.36810  -1.22457  -0.99564  0.72
H  2.37749  -0.21277  -0.81125  0.04
H  0.81155  -0.91271  -0.65492  0.08
H  2.07850  -1.21559  0.59137  0.08
H  -0.33768  2.16297  1.07577  -0.09



Density functional theory data (the ωB97M-V functional and the def2-TZVPD basis) for one molecule with the formula C2H4NP.

Properties
HOMO-LUMO gap in eV: 8.823
LUMO in Eh: 0.020
Strongest force on any atom in eV/A: 4.5
Energy above the lowest of the compared OMol25 structures with the same formula, charge and spin in eV: 2.766
2S+1: 1
Total charge: 0

Each line ends with the Löwdin charge.
CARTESIAN COORDINATES (ANGSTROEM)
C  -2.12724  0.06155  0.25254  0.03
C  0.23706  -0.95028  -0.07779  -0.52
N  -0.97867  -0.46262  0.02255  -0.18
P  1.72027  0.04559  0.07538  0.76
H  -2.43022  0.62924  -0.62896  0.02
H  0.15632  -2.10696  -0.12215  0.10
H  0.97886  1.27945  -0.27335  -0.07
H  2.04626  0.14550  -1.28480  -0.14



Density functional theory data (the ωB97M-V functional and the def2-TZVPD basis) for one molecule with the formula C2H4NP.

Properties
HOMO-LUMO gap (alpha / beta) in eV: 6.706 / 7.950
LUMO (alpha / beta) in Eh: 0.038 / -0.067
Strongest force on any atom in eV/A: 4.8
Energy above the lowest of the compared OMol25 structures with the same formula, charge and spin in eV: 3.845
2S+1: 3
Total charge: 0
⟨S²⟩: 2.0079

Each line ends with the Löwdin charge.
CARTESIAN COORDINATES (ANGSTROEM)
C  -0.04009  1.05573  -0.13245  -0.62
C  -1.49019  0.28048  0.19911  -0.05
N  -0.90739  1.54174  0.61255  0.01
P  1.32325  0.20376  -0.91830  0.74
H  -2.03458  0.24487  -0.70392  0.07
H  -1.60325  -0.48704  0.91898  0.07
H  1.44353  -0.84694  -0.03040  -0.16
H  2.43428  1.11045  -0.35594  -0.05



Density functional theory data (the ωB97M-V functional and the def2-TZVPD basis) for one molecule with the formula C2H4NP.

Properties
HOMO-LUMO gap (alpha / beta) in eV: 7.467 / 7.042
LUMO (alpha / beta) in Eh: 0.033 / -0.086
Strongest force on any atom in eV/A: 4.1
Energy above the lowest of the compared OMol25 structures with the same formula, charge and spin in eV: 2.915
2S+1: 3
Total charge: 0
⟨S²⟩: 2.0115

Each line ends with the Löwdin charge.
CARTESIAN COORDINATES (ANGSTROEM)
C  0.20834  0.78289  0.67759  -0.66
C  -0.56334  0.09401  -0.28664  -0.14
N  1.25707  1.74154  0.80094  -0.15
P  1.12062  0.59082  2.23335  0.84
H  -0.80930  0.69588  -1.07554  0.05
H  -1.43491  -0.47865  0.06779  0.09
H  0.07316  -0.78053  -0.49429  0.08
H  1.96504  -0.40650  1.75949  -0.11



Density functional theory data (the ωB97M-V functional and the def2-TZVPD basis) for one molecule with the formula C2H4NPS.

Properties
HOMO-LUMO gap (alpha / beta) in eV: 7.502 / 5.570
LUMO (alpha / beta) in Eh: -0.034 / -0.065
Strongest force on any atom in eV/A: 2.6
Energy above the lowest of the compared OMol25 structures with the same formula, charge and spin in eV: 3.156
2S+1: 1
Total charge: 0

Each line ends with the Löwdin charge.
CARTESIAN COORDINATES (ANGSTROEM)
C  0.16205  0.65343  -0.41003  -0.39
C  0.56527  -0.56916  0.51888  -0.61
N  -1.16246  1.01300  -0.18740  -0.50
P  -2.55351  0.51193  0.11381  0.88
S  -0.25102  -2.18002  -0.02505  0.36
H  0.68087  1.61423  -0.37646  0.11
H  0.41788  0.13872  -1.37111  0.11
H  1.53700  -0.58048  0.16545  0.02
H  0.60392  -0.60165  1.57191  0.03



Density functional theory data (the ωB97M-V functional and the def2-TZVPD basis) for one molecule with the formula C2H4NPS.

Properties
HOMO-LUMO gap (alpha / beta) in eV: 6.761 / 7.556
LUMO (alpha / beta) in Eh: -0.042 / -0.027
Strongest force on any atom in eV/A: 5.0
Energy above the lowest of the compared OMol25 structures with the same formula, charge and spin in eV: 3.779
2S+1: 1
Total charge: 0

Each line ends with the Löwdin charge.
CARTESIAN COORDINATES (ANGSTROEM)
C  1.33449  -0.00539  0.03998  -0.32
C  -1.24612  0.01530  0.47877  -0.73
N  0.16979  -2.24522  1.06175  -0.45
P  -1.23551  -1.88201  1.01559  0.64
S  0.21467  0.84164  0.95160  0.84
H  2.37335  -0.06696  0.22265  0.01
H  0.94197  -0.50607  -0.82279  0.01
H  -1.07079  -0.02410  -0.56846  0.00
H  -2.02525  0.66601  0.79282  0.01



Question: Which of these has the lowest total charge?
Answer: C2H4NO4P